# 1
{"formula": "C3H8NS2", "method": "ωB97M-V/def2-TZVPD", "homo_lumo_gap_ha": [0.2739, 0.2739], "e_above_lowest_kcal_mol": 57.42, "e_tot_ev": -26391.8001, "charge": 1, "e_homo_ev": [-12.7, -12.7], "symbols": ["C", "C", "C", "N", "S", "S", "H", "H", "H", "H", "H", "H", "H", "H"], "positions_angstrom": [[-0.226, 0.487, -1.445], [-1.003, -0.106, -0.449], [1.668, -0.321, 1.070], [-0.713, -1.325, 0.026], [-2.163, 0.737, 0.583], [1.692, 1.032, 0.162], [-0.375, 1.532, -1.740], [0.186, -0.140, -2.155], [2.184, -1.175, 0.676], [1.270, -0.478, 2.070], [-1.387, -1.662, 0.652], [-0.312, -2.057, -0.470], [-1.651, 1.831, -0.024], [0.831, 1.646, 1.044]], "atomic_forces_ev_per_a": [[-2.23, 1.33, 1.91], [0.92, 0.83, -0.94], [0.50, -0.60, 0.07], [-0.21, 0.90, 0.66], [0.97, 0.73, -0.87], [-1.14, -0.72, 1.34], [-0.29, -0.58, 0.00], [1.35, -1.16, -1.19], [0.47, -0.16, -0.14], [-0.27, 0.58, -0.35], [-0.78, -0.73, 1.22], [1.05, -1.07, -1.55], [-0.86, 0.34, 0.54], [0.52, 0.30, -0.72]], "nbo_charge": [-0.557, 0.092, -0.551, -0.727, 0.102, 0.542, 0.235, 0.231, 0.236, 0.260, 0.402, 0.412, 0.150, 0.174]}



# 2
{"formula": "C2H3F2N", "method": "ωB97M-V/def2-TZVPD", "homo_lumo_gap_ha": 0.3439, "e_above_lowest_kcal_mol": 78.32, "e_tot_ev": -9043.2421, "charge": 0, "e_homo_ev": -9.5, "symbols": ["C", "C", "N", "F", "F", "H", "H", "H"], "positions_angstrom": [[-1.371, 0.722, -0.128], [2.001, -0.411, 0.621], [-0.509, -0.111, -0.412], [-2.540, 0.419, 0.598], [2.188, 0.862, 0.413], [-1.484, 1.698, -0.400], [2.779, -0.856, -0.082], [-0.654, -0.961, 0.138]], "atomic_forces_ev_per_a": [[-1.86, -2.46, 1.09], [0.56, -0.22, -0.25], [0.34, -0.07, 0.56], [1.32, 0.07, -0.32], [-0.03, 0.28, 0.13], [0.18, 2.58, -1.01], [-0.44, -0.01, 0.21], [-0.06, -0.16, -0.41]], "nbo_charge": [0.507, 0.286, -0.657, -0.377, -0.325, 0.152, 0.034, 0.379]}



# 3
{"formula": "C7H18NOP", "method": "ωB97M-V/def2-TZVPD", "homo_lumo_gap_ha": 0.3372, "e_above_lowest_kcal_mol": 45.69, "e_tot_ev": -20375.7338, "charge": 0, "e_homo_ev": -8.2, "smiles": "C=NC(C)(C)C.CP(C)O", "symbols": ["C", "N", "C", "C", "C", "C", "H", "H", "H", "H", "H", "H", "H", "H", "H", "H", "H", "C", "P", "C", "O", "H", "H", "H", "H", "H", "H", "H"], "positions_angstrom": [[0.996, 1.873, -0.549], [0.973, 1.042, 0.435], [1.679, -0.211, 0.316], [1.823, -0.806, -1.059], [3.161, 0.178, 0.737], [1.137, -1.304, 1.197], [1.442, 1.623, -1.433], [0.352, 2.681, -0.416], [1.918, -0.018, -1.830], [2.679, -1.361, -1.137], [0.889, -1.376, -1.361], [3.111, 0.165, 1.812], [3.433, 1.185, 0.413], [3.899, -0.453, 0.283], [0.049, -1.403, 0.980], [1.609, -2.231, 0.954], [1.419, -1.114, 2.262], [-3.107, 0.368, -1.681], [-1.925, -0.090, -0.288], [-3.021, -0.736, 1.130], [-1.796, 1.456, 0.232], [-3.931, 0.871, -1.299], [-2.609, 1.047, -2.352], [-3.370, -0.538, -2.341], [-4.122, -0.336, 1.007], [-3.111, -1.765, 1.043], [-2.498, -0.444, 2.122], [-1.079, 1.698, 0.821]], "atomic_forces_ev_per_a": [[-0.99, -2.25, 3.74], [-0.71, 1.02, -1.05], [2.88, 0.18, -0.45], [-3.63, 1.63, -1.91], [-1.29, 0.42, 0.08], [-0.57, 0.71, 1.20], [1.20, -0.04, -2.43], [-0.46, 1.76, -0.23], [0.11, -0.46, 0.23], [1.88, -1.80, -0.10], [1.15, 0.42, 0.38], [0.82, -0.02, 0.52], [-0.32, 0.00, 0.02], [0.33, -0.78, 0.30], [0.74, -0.02, 0.63], [0.32, -0.67, -0.32], [-0.85, -0.03, -0.58], [1.41, -2.70, -0.78], [-0.70, -0.08, 0.13], [-0.93, 3.05, -0.22], [-0.81, 0.98, -0.08], [-1.84, 0.69, 0.68], [0.55, 0.31, -0.12], [0.13, 1.23, 1.27], [2.19, -0.36, 0.66], [0.05, -2.16, 0.06], [-1.11, -0.42, -1.66], [0.43, -0.63, 0.05]], "nbo_charge": [-0.059, -0.410, 0.064, -0.617, -0.597, -0.612, 0.152, 0.180, 0.193, 0.208, 0.221, 0.211, 0.208, 0.205, 0.226, 0.211, 0.207, -0.936, 1.052, -0.951, -1.025, 0.219, 0.234, 0.226, 0.222, 0.213, 0.241, 0.516]}



# 4
{"formula": "C3H7NO2", "method": "ωB97M-V/def2-TZVPD", "homo_lumo_gap_ha": 0.3907, "e_above_lowest_kcal_mol": 24.42, "e_tot_ev": -8809.4700, "charge": 0, "e_homo_ev": -9.9, "smiles": "O=CNCCO", "symbols": ["O", "C", "N", "C", "C", "O", "H", "H", "H", "H", "H", "H", "H"], "positions_angstrom": [[1.428, 0.307, 1.563], [1.752, 0.322, 0.387], [0.912, 0.138, -0.661], [-0.508, 0.460, -0.629], [-1.381, -0.630, -0.027], [-1.314, -0.651, 1.374], [2.775, 0.562, 0.054], [1.321, -0.160, -1.532], [-0.629, 1.376, -0.039], [-0.803, 0.693, -1.658], [-2.426, -0.442, -0.300], [-1.083, -1.593, -0.475], [-0.390, -0.492, 1.637]], "atomic_forces_ev_per_a": [[-0.05, 0.25, -0.54], [-0.03, 0.03, 0.17], [0.11, 0.06, -0.02], [-0.13, 0.03, 0.05], [-0.11, -0.01, -0.34], [0.18, -0.09, 0.15], [0.15, -0.42, 0.22], [0.04, 0.36, -0.01], [-0.02, -0.12, -0.05], [-0.03, -0.15, 0.16], [0.12, -0.04, 0.06], [-0.09, 0.07, 0.12], [-0.13, 0.04, 0.04]], "nbo_charge": [-0.616, 0.536, -0.629, -0.257, -0.067, -0.728, 0.117, 0.399, 0.214, 0.209, 0.179, 0.153, 0.492]}



Question: What is the formula in the fourth record?
Answer: C3H7NO2